Computed, not measured: 12 unconnected molecules or ions with the total composition C46H94F18N8O22S6, with the ωB97M-V functional and the def2-TZVPD basis.

```
! RIJCOSX wB97M-V def2-TZVPD def2/J DEFGRID3
* xyz -2 1
C -1.306 -5.800 4.926
C -2.634 -5.335 4.369
C -2.626 -4.422 3.126
N -2.552 -5.158 1.745
C -3.704 -6.160 1.615
C -2.597 -4.073 0.626
C -2.033 -4.725 -0.635
C -1.223 -5.919 -0.124
C -1.266 -5.892 1.471
H -0.482 -5.144 4.647
H -0.878 -6.681 4.447
H -1.256 -6.025 5.992
H -3.052 -4.627 5.085
H -3.269 -6.217 4.278
H -1.726 -3.809 3.066
H -3.536 -3.825 3.071
H -3.857 -6.443 0.574
H -4.574 -5.617 1.984
H -3.511 -7.045 2.222
H -3.678 -3.934 0.612
H -2.144 -3.102 0.825
H -2.748 -4.977 -1.417
H -1.348 -4.051 -1.149
H -1.712 -6.862 -0.365
H -0.191 -5.965 -0.472
H -1.422 -6.892 1.875
H -0.485 -5.318 1.969
C 0.118 3.454 3.579
C -1.377 3.204 3.374
C -2.337 3.950 4.209
N -3.745 3.818 3.653
C -4.208 2.415 3.337
C -4.000 4.691 2.333
C -5.554 5.189 2.438
C -5.987 4.968 3.870
C -4.765 4.447 4.676
H 0.343 4.492 3.335
H 0.728 2.820 2.935
H 0.447 3.310 4.609
H -1.461 2.129 3.532
H -1.658 3.431 2.346
H -2.159 5.021 4.301
H -2.312 3.575 5.232
H -3.652 1.997 2.498
H -5.264 2.402 3.064
H -4.044 1.775 4.204
H -3.661 4.218 1.411
H -3.438 5.623 2.279
H -6.203 4.608 1.784
H -5.535 6.230 2.115
H -6.798 4.241 3.926
H -6.495 5.862 4.231
H -4.948 3.720 5.467
H -4.330 5.407 4.953
C -1.576 -0.942 -1.756
C -0.062 -0.426 -1.708
C 0.529 -0.295 -0.309
N 1.918 0.529 -0.188
C 2.888 -0.084 -1.197
C 2.465 0.620 1.246
C 3.226 1.982 1.322
C 2.556 2.866 0.298
C 1.617 2.012 -0.539
H -1.889 -1.298 -2.738
H -2.304 -0.178 -1.485
H -1.592 -1.831 -1.125
H -0.013 0.463 -2.337
H 0.552 -1.151 -2.241
H 0.750 -1.324 -0.026
H -0.220 0.165 0.336
H 3.815 0.459 -1.012
H 2.631 -0.080 -2.256
H 3.097 -1.045 -0.727
H 3.089 -0.255 1.432
H 1.626 0.552 1.937
H 4.247 1.843 0.968
H 3.236 2.527 2.266
H 3.333 3.248 -0.365
H 2.034 3.778 0.588
H 1.866 2.156 -1.591
H 0.555 2.189 -0.370
C 0.496 -1.988 -5.091
C 1.976 -2.074 -4.853
O 2.523 -2.619 -3.889
N 2.904 -1.153 -5.657
H 2.698 -1.386 -6.618
H 2.654 -0.195 -5.457
C 4.432 -1.428 -5.417
H -0.051 -1.839 -4.160
H 0.185 -2.926 -5.551
H 0.173 -1.170 -5.736
H 4.919 -0.831 -6.189
H 4.686 -2.465 -5.635
H 4.693 -1.220 -4.380
C -1.322 1.825 -5.182
C -1.237 3.192 -5.857
O -0.606 3.453 -6.887
N -2.088 4.208 -5.124
H -2.985 4.174 -5.588
H -2.251 4.041 -4.142
C -1.508 5.612 -5.283
H -0.797 1.118 -5.825
H -2.345 1.518 -4.966
H -0.835 1.878 -4.208
H -2.267 6.244 -4.822
H -1.520 5.932 -6.324
H -0.546 5.698 -4.777
C 5.978 -3.597 -1.418
O 4.647 -3.930 -1.671
O 6.707 -4.592 -2.153
C 6.296 -2.064 -1.558
F 7.436 -1.804 -2.263
F 5.272 -1.458 -2.275
F 6.463 -1.321 -0.435
C 3.765 -4.339 -0.626
C 2.282 -4.256 -1.063
H 1.632 -4.574 -0.248
H 1.866 -3.270 -1.269
H 2.102 -4.952 -1.881
H 3.830 -3.702 0.256
H 4.049 -5.314 -0.229
H 6.062 -3.825 -0.355
C 7.161 0.741 5.595
O 6.873 0.405 4.243
O 7.320 -0.518 6.246
C 8.427 1.734 5.582
F 8.201 2.825 4.887
F 8.678 2.165 6.809
F 9.565 1.211 5.139
C 6.173 1.318 3.484
C 6.354 0.897 2.005
H 6.592 1.745 1.364
H 7.275 0.315 1.984
H 5.568 0.272 1.581
H 6.465 2.366 3.430
H 5.087 1.274 3.574
H 6.300 1.229 6.051
C -6.082 -2.045 2.780
O -6.110 -1.016 1.724
O -6.012 -3.289 2.146
C -5.040 -1.630 3.971
F -3.725 -1.651 3.648
F -5.291 -0.387 4.380
F -5.160 -2.417 5.022
C -4.909 -0.699 1.099
C -5.112 0.472 0.149
H -4.263 0.493 -0.535
H -6.046 0.446 -0.412
H -5.068 1.476 0.572
H -4.541 -1.523 0.488
H -4.098 -0.358 1.743
H -7.098 -2.000 3.172
C 2.830 2.626 -4.425
O 3.861 2.052 -3.613
O 2.047 1.507 -4.621
C 2.168 3.959 -3.941
F 1.817 4.676 -4.964
F 1.067 3.837 -3.280
F 2.942 4.805 -3.306
C 5.134 2.660 -3.685
C 6.004 2.186 -2.559
H 7.013 2.505 -2.821
H 5.723 2.644 -1.611
H 5.973 1.120 -2.335
H 5.132 3.738 -3.527
H 5.593 2.409 -4.641
H 3.303 2.744 -5.400
N -5.127 -2.884 -4.838
S -4.615 -3.425 -3.514
O -5.316 -3.201 -2.278
O -3.179 -3.808 -3.434
F -5.080 -4.996 -3.837
S -4.298 -1.397 -4.447
O -3.000 -1.216 -5.034
O -4.569 -0.673 -3.187
F -5.237 -0.537 -5.501
N 0.381 -1.815 2.386
S -0.330 -1.041 3.448
O 0.306 0.235 3.775
O -1.029 -1.796 4.451
F -1.577 -0.605 2.505
S 1.626 -2.517 3.266
O 1.559 -3.833 3.845
O 2.445 -1.555 3.975
F 2.658 -2.808 1.980
N -2.215 3.981 -2.399
S -3.006 3.104 -1.420
O -4.386 3.459 -1.103
O -2.245 2.323 -0.487
F -3.244 1.940 -2.458
S -1.583 5.067 -1.212
O -0.432 4.592 -0.381
O -2.509 6.068 -0.656
F -0.725 5.955 -2.298
*
```

Its highest occupied orbital energy is -1.63 eV. As for the orbital gap: 3.347 eV. For the LUMO energy, the calculation gives 1.7 eV.

Atom charges from the Löwdin analysis, given in e for atoms 1 to 4: C -0.102; C -0.197; C -0.081; N -0.235